Run A
One molecule with the formula C3HF3S, computed with wB97M-V/def2-TZVPD.

Output
SMILES: C#S#CC(F)(F)F
LUMO energy (spin up / spin down): -2.82 / -2.41 eV
HOMO energy (spin up / spin down): -9.911 / -9.996 eV
Total charge: 0

Element x y z (Å)
C 2.3222 -0.5783 -0.4712
C -0.4411 -0.8877 -0.2843
C -1.0684 0.3560 0.2590
F -2.0418 -0.0206 1.1154
F -0.3181 1.2629 1.0010
F -1.6707 1.1874 -0.6065
S 1.1085 -1.2002 0.4856
H 2.1094 -0.1195 -1.4990

---

Run B
One molecule with the formula C3HF3S, computed with wB97M-V/def2-TZVPD.

Output
SMILES: C#S#CC(F)(F)F
LUMO energy (spin up / spin down): -2.16 / -2.22 eV
HOMO energy (spin up / spin down): -9.857 / -9.796 eV
Total charge: 0

Element x y z (Å)
C -2.6506 0.6147 -0.2174
C 0.1223 -0.4938 -0.6585
C 1.4322 -0.1445 -0.1279
F 1.5363 1.1941 0.1574
F 1.4007 -0.7701 1.0959
F 2.4796 -0.5218 -0.7948
S -1.1242 0.1539 0.0604
H -3.1962 -0.0325 0.4849

---

It is run B that is the least stable of them.

---

Run A
A 12-piece molecular cluster, BH28NO10 overall, computed with wB97M-V/def2-TZVPD.

Output
LUMO energy: -1.56 eV
HOMO energy: -9.601 eV
Total charge: 0

Element x y z (Å)
N 2.2875 0.0813 3.2208
H 1.7345 -0.5947 3.8758
H 2.7485 0.7933 3.8118
H 1.8195 0.4253 2.5088
H 3.0405 -0.3707 2.8568
B -0.2775 -0.5047 -0.1392
H -0.3275 -0.2267 -1.3482
H -1.2615 0.2893 0.4048
H -0.5425 -1.7057 0.1028
H 0.7505 -0.3337 0.1548
O 1.3295 2.7293 -0.9582
H 2.1145 2.5253 -0.4522
H 0.9235 1.8853 -1.2142
O -3.1695 -2.4477 -0.6552
H -3.8235 -1.7127 -0.5632
H -2.2745 -2.1817 -0.7092
O -3.6215 -0.6367 2.2918
H -3.4385 -1.5767 2.5858
H -3.1915 -0.3477 1.5308
O 3.0005 1.4693 0.2638
H 3.2745 0.6643 -0.0962
H 3.5935 2.2223 0.3038
O -1.6315 -0.2127 -3.9722
H -1.7405 0.6313 -4.1172
H -1.9485 -0.3207 -3.0502
O -0.1535 -1.5767 2.9788
H -0.6705 -0.7657 3.2318
H 0.2055 -1.6767 2.0498
O 0.2555 3.0423 1.8958
H 0.0295 2.5613 1.2348
H 1.1935 3.6403 1.6078
O 0.5915 -2.1817 -4.0582
H 0.0685 -2.8957 -3.5692
H 0.1335 -1.3777 -3.8822
O -3.0735 0.9833 -1.6762
H -2.9115 1.8173 -1.7572
H -2.2265 0.8963 -1.1592
O 2.5535 -0.9167 -1.5012
H 1.8085 -0.3377 -0.9112
H 2.8285 -1.7547 -1.1222

---

Run B
A 12-piece molecular cluster, BH28NO10 overall, computed with wB97M-V/def2-TZVPD.

Output
LUMO energy: -1.28 eV
HOMO energy: -6.943 eV
Total charge: 0

Element x y z (Å)
N 0.1332 -0.4451 0.2959
H -0.3248 -1.1781 0.7739
H 0.3602 0.4429 0.8349
H -0.4408 -0.1281 -0.2991
H 1.0232 -0.8021 -0.0981
B -2.3128 -0.9921 -3.0281
H -2.3368 -0.9391 -4.2581
H -3.3138 -0.6091 -2.4311
H -2.3678 -2.2511 -2.9901
H -1.2128 -0.5771 -2.5571
O 0.8352 -0.3821 3.4319
H 1.4622 0.3699 3.7029
H 0.2992 -0.4311 4.2279
O 3.3912 -1.5841 -1.1391
H 3.1352 -2.3701 -0.4871
H 3.3372 -0.7431 -0.6171
O 1.6362 2.6039 0.5679
H 2.0652 3.0739 1.2999
H 0.9892 3.2679 0.6279
O 0.8562 0.9679 -2.5831
H 1.1522 0.1849 -2.9751
H 1.5512 1.5679 -2.6681
O -2.9508 0.3249 1.2039
H -3.6028 0.8029 1.5649
H -2.1368 0.6879 1.4879
O -0.7798 1.9569 2.0679
H -0.6858 1.5209 3.0189
H -0.9678 2.8849 2.2739
O -2.2128 -2.1761 0.1639
H -2.7118 -1.3991 0.2539
H -2.1968 -2.3141 -0.8211
O -1.9048 2.4509 -0.9961
H -1.8958 1.8489 -1.7221
H -1.1388 3.0699 -1.2091
O 3.4272 0.5119 0.6449
H 3.9392 0.3509 1.4529
H 3.1042 1.4109 0.6269
O 0.9462 -3.3601 0.2689
H 1.0102 -3.4441 -0.7381
H 0.8392 -4.1761 0.8269

---

It is run A that is the least stable of them.

---

Run A
A 2-piece molecular cluster, C2H8N2O overall, computed with wB97M-V/def2-TZVPD.

Output
SMILES: N/C=C/N.O
LUMO energy: 0.83 eV
HOMO energy: -8.252 eV
Total charge: 0

Element x y z (Å)
C -1.4495 -0.2069 0.3186
C -0.3311 0.1938 -0.2641
N -0.1891 1.4504 -0.8960
N -1.4992 -1.3796 1.1422
H -2.3792 0.3335 0.1947
H 0.5899 -0.3077 0.0068
H 0.3729 1.3775 -1.7414
H -1.0934 1.7618 -1.2486
H -2.3660 -1.8586 0.9678
H -1.4978 -1.0449 2.1099
H 3.9953 0.0430 0.0740
H 2.6899 0.0667 -0.6783
O 3.1572 -0.4290 0.0144

---

Run B
One molecule with the formula C2H8N2O, computed with wB97M-V/def2-TZVPD.

Output
SMILES: CCNON
LUMO energy: 1.14 eV
HOMO energy: -9.370 eV
Total charge: 0

Element x y z (Å)
C 0.4434 -0.6514 1.5730
C -0.2589 0.5168 0.9474
N -0.6689 -0.3847 -2.3756
N 0.3691 0.8103 -0.6543
O 0.2998 -0.4135 -1.3735
H 0.3154 -1.5410 0.9623
H 1.5061 -0.4557 1.6967
H 0.0126 -0.8436 2.5560
H -1.3127 0.3443 0.7643
H -0.0832 1.4690 1.4311
H -0.4130 0.3243 -3.0651
H -1.5714 -0.1349 -1.9721
H 1.3617 0.9601 -0.4901

---

Run C
A 2-piece molecular cluster, C2H8N2O overall, computed with wB97M-V/def2-TZVPD.

Output
SMILES: [H]/N=C/N.CO
LUMO energy: 0.98 eV
HOMO energy: -8.989 eV
Total charge: 0

Element x y z (Å)
C -2.4101 -0.2969 0.0404
O -1.1448 -0.1022 0.6286
H -2.4827 -1.4294 -0.0907
H -3.1956 0.1148 0.6650
H -2.4985 0.1848 -0.8891
N 1.2131 -0.6282 -1.0047
C 1.8594 0.3177 -0.4319
N 1.5487 0.9041 0.7669
H -0.5174 -0.3238 -0.1377
H 1.8391 -1.3953 -1.2958
H 2.8607 0.6012 -0.8226
H 0.6826 0.7097 1.2514
H 2.2454 1.3435 1.3203

---

It is run B that is the least stable of them.

---

Run A
A 2-piece molecular cluster, C4H13NO3 overall, computed with wB97M-V/def2-TZVPD.

Output
SMILES: C[C@H](CO)NCO.O
LUMO energy: 0.75 eV
HOMO energy: -9.001 eV
Total charge: 0

Element x y z (Å)
C -2.1564 -0.5608 0.7158
C -1.0172 0.5124 0.7952
C -1.5069 1.8416 0.2312
O -2.6257 2.3149 0.9975
N 0.2603 0.1023 0.2932
C 0.9448 -0.9239 1.0580
O 1.0762 -2.1263 0.3041
H -1.7762 -1.4016 0.1581
H -2.5504 -0.7959 1.6906
H -3.0254 -0.2186 0.1575
H -0.9203 0.7213 1.8631
H -1.9046 1.7775 -0.7818
H -0.7072 2.5871 0.2032
H -2.3092 2.7184 1.8112
H 0.2405 -0.1906 -0.6796
H 1.9454 -0.6171 1.3328
H 0.3099 -1.1376 1.9184
H 0.3695 -2.7441 0.5155
H 4.7075 -0.8310 -3.5563
H 5.6457 -0.1614 -4.5557
O 4.9998 -0.8668 -4.4719

---

Run B
A 3-piece molecular cluster, C4H13NO3 overall, computed with wB97M-V/def2-TZVPD.

Output
SMILES: CCCNC=O.O.O
LUMO energy: 0.81 eV
HOMO energy: -9.889 eV
Total charge: 0

Element x y z (Å)
C -1.3879 -0.9350 -0.7702
N -0.4348 -0.5128 -1.6345
C 0.9990 -0.7660 -1.4636
C 1.5986 0.1201 -0.3634
C 1.6051 1.5925 -0.7524
O -1.2277 -1.7944 0.0800
H -2.3303 -0.3949 -0.9388
H -0.7058 0.0200 -2.4419
H 1.0890 -1.8025 -1.1461
H 1.4629 -0.5671 -2.4245
H 1.0094 -0.0587 0.5326
H 2.5829 -0.2675 -0.0927
H 1.6455 2.2202 0.1403
H 0.7682 1.9588 -1.3404
H 2.5619 1.8152 -1.2238
H -0.5531 -0.9917 1.7329
H -0.9840 -1.7341 3.0324
O -0.5639 -0.9291 2.6974
H -3.1269 0.7727 2.0912
H -1.7069 1.1131 2.5213
O -2.3013 1.1414 1.7640

---

Run C
A 4-piece molecular cluster, C4H13NO3 overall, computed with wB97M-V/def2-TZVPD.

Output
SMILES: C=N/C=C/C.O.O.O
LUMO energy: 0.23 eV
HOMO energy: -9.111 eV
Total charge: 0

Element x y z (Å)
C -2.6042 -1.1293 0.6395
C -1.7686 0.0873 0.6430
C -0.9421 0.4551 -0.4225
N 0.0635 1.5003 -0.3790
C 0.3750 2.1789 -1.4202
H -2.6800 -1.6137 -0.2812
H -2.2937 -1.9068 1.4355
H -3.5670 -0.9133 0.9508
H -1.7482 0.8304 1.4293
H -1.1250 -0.0962 -1.4108
H 0.0825 1.8867 -2.4949
H 0.7025 3.2147 -1.3035
H 1.2956 0.6820 2.3475
H 1.3585 1.5574 1.1062
O 1.9355 1.1074 1.7464
H 2.8896 -1.9383 0.9033
H 2.4004 -0.3393 0.8953
O 2.1312 -1.2948 0.6278
H 0.4916 -1.8219 -1.9946
H 1.6110 -1.0459 -1.0628
O 1.3917 -1.4007 -1.9550

---

Run D
A 4-piece molecular cluster, C4H13NO3 overall, computed with wB97M-V/def2-TZVPD.

Output
SMILES: C=C/C=C/N.O.O.O
LUMO energy: 0.82 eV
HOMO energy: -7.584 eV
Total charge: 0

Element x y z (Å)
N -0.9578 1.7165 1.4981
C -1.0287 0.3209 1.4907
C -0.0750 -0.4167 0.9614
C -0.0713 -1.8885 0.8893
C 1.0535 -2.5161 0.5300
H -1.6921 2.2469 1.9532
H -0.0460 2.1355 1.4954
H -1.9183 -0.0648 1.9685
H 0.8992 -0.0047 0.4394
H -1.0713 -2.3652 0.9927
H 1.2259 -3.5950 0.4684
H 1.9242 -1.8115 0.3711
H -0.3824 -1.4403 -1.2806
H -1.2849 -2.1567 -2.2475
O -1.1311 -1.2468 -1.9224
H 1.1104 2.0893 -0.8468
H 2.2242 2.3948 0.1443
O 1.3152 2.6382 -0.0555
H -0.0586 2.0709 -2.6362
H -0.2682 0.5365 -2.1489
O 0.2330 1.3568 -2.0647

---

It is run C that is the least stable of them.

---

Run A
A 2-piece molecular cluster, C4H13NO3 overall, computed with wB97M-V/def2-TZVPD.

Output
SMILES: OCCCNCO.O
LUMO energy: 0.57 eV
HOMO energy: -8.989 eV
Total charge: 0

Element x y z (Å)
C -0.6469 -0.0071 -0.6544
C 0.5345 -0.8044 -1.2097
C 1.6074 -1.2160 -0.2216
O 1.1866 -2.2079 0.7167
N -0.4418 0.4419 0.7361
C -1.5131 0.1117 1.6087
O -2.7080 0.8430 1.3305
H -0.9212 0.8989 -1.2041
H -1.5695 -0.5795 -0.5760
H 1.0855 -0.1942 -1.9320
H 0.2049 -1.7207 -1.7028
H 2.4516 -1.6422 -0.7695
H 2.0535 -0.4009 0.3526
H 0.2274 -2.2778 0.6814
H 0.4128 0.8682 1.0610
H -1.7246 -0.9633 1.5821
H -1.3411 0.4482 2.6176
H -3.0528 0.9316 0.4390
H 0.9599 3.0516 -0.6131
H 1.4302 1.8205 -1.3493
O 1.7647 2.5985 -0.8931

---

Run B
A 3-piece molecular cluster, C4H13NO3 overall, computed with wB97M-V/def2-TZVPD.

Output
SMILES: CC(C)NC=O.O.O
LUMO energy: 0.55 eV
HOMO energy: -9.813 eV
Total charge: 0

Element x y z (Å)
C -0.6469 -1.2586 -0.2085
N -0.6267 -0.3333 0.7617
C -2.0400 1.4249 -0.2139
C -0.7153 1.0908 0.4867
C 0.4897 1.7496 -0.1898
O -0.6161 -1.0141 -1.4022
H -0.5536 -2.2567 0.2070
H -0.4456 -0.6652 1.6915
H -2.0066 1.1655 -1.2720
H -2.1479 2.5113 -0.1854
H -2.8975 0.9411 0.2451
H -0.8891 1.5870 1.4409
H 0.7258 2.6134 0.3776
H 1.3436 1.0836 -0.1863
H 0.2718 2.0753 -1.2019
H 1.3437 -1.3544 -1.9149
H 1.6900 -2.6910 -1.1930
O 1.9951 -1.7865 -1.3481
H 2.0481 -1.2317 0.7198
H 1.7200 -2.2938 1.7051
O 1.9572 -1.3572 1.6805

---

It is run A that is the least stable of them.

---

Run A
A 2-piece molecular cluster, ClHNO2P overall, computed with wB97M-V/def2-TZVPD.

Output
LUMO energy (spin up / spin down): -1.50 / -1.89 eV
HOMO energy (spin up / spin down): -10.331 / -8.854 eV
Total charge: 0

Element x y z (Å)
N 1.5789 -0.3724 0.0482
O 2.4046 -0.6257 -0.7509
O 1.5995 -0.4340 1.2470
P -1.4129 0.2135 -0.7496
Cl -1.8104 1.8005 0.4563
H -2.3597 -0.5819 -0.2511

---

Run B
A 2-piece molecular cluster, ClHNO2P overall, computed with wB97M-V/def2-TZVPD.

Output
LUMO energy (spin up / spin down): 0.83 / -2.54 eV
HOMO energy (spin up / spin down): -9.845 / -7.855 eV
Total charge: 0

Element x y z (Å)
N -1.9119 -1.4083 1.2381
O -1.2622 -1.6575 0.3634
O -0.5378 0.2992 -0.5641
P 0.5393 1.2879 -0.4591
Cl 1.9207 0.2969 -1.4312
H 1.2519 1.1819 0.8529

---

It is run A that is the least stable of them.